Record 1
DFT (ωB97M-V/def2-TZVPD) results for the ion C22H32NO3 with charge +1.

Structure (XYZ):
```
58
Properties=species:S:1:pos:R:3:nbo_charge:R:1
C 1.0218 3.5255 -2.4251 -0.64
C 1.9433 3.1793 -1.2562 0.11
C 2.7572 4.3885 -0.8015 -0.64
O 1.2466 2.5490 -0.1778 -0.58
C 0.2724 3.3113 0.5165 -0.08
C -1.1077 2.6481 0.4410 -0.44
C -1.2950 1.3955 1.2965 -0.23
N -0.4744 0.2050 0.9271 -0.44
C 0.8732 0.1996 1.5420 -0.24
C 0.8281 -0.2918 3.0010 0.08
O 0.1768 0.6930 3.7752 -0.73
C 0.1427 -1.6437 3.0521 -0.11
C 0.8686 -2.7990 2.7890 -0.21
C 0.2372 -4.0291 2.7829 -0.19
C -1.1225 -4.1154 3.0384 -0.20
C -1.8497 -2.9693 3.3052 -0.20
C -1.2214 -1.7350 3.3067 -0.19
C -0.4446 -0.0608 -0.5280 -0.24
C -0.2729 -1.5672 -0.7815 0.06
O -1.2144 -2.1916 0.0753 -0.74
C -0.5013 -1.8525 -2.2493 0.00
C -1.7924 -2.0185 -2.7332 -0.26
C -2.0042 -2.2686 -4.0775 -0.18
C -0.9287 -2.3447 -4.9459 -0.20
C 0.3600 -2.1734 -4.4678 -0.20
C 0.5749 -1.9296 -3.1229 -0.23
H 0.3153 4.3068 -2.1547 0.21
H 0.4675 2.6475 -2.7517 0.21
H 1.6192 3.8837 -3.2577 0.23
H 2.6349 2.3884 -1.5714 0.19
H 3.4277 4.6926 -1.5994 0.23
H 3.3508 4.1330 0.0728 0.22
H 2.1172 5.2323 -0.5556 0.21
H 0.5821 3.4097 1.5650 0.19
H 0.1954 4.3153 0.0972 0.20
H -1.3408 2.4472 -0.6047 0.22
H -1.8400 3.3699 0.8067 0.24
H -1.0633 1.6276 2.3372 0.26
H -2.3433 1.0950 1.2265 0.22
H -0.9571 -0.6266 1.3258 0.52
H 1.2951 1.2004 1.4825 0.27
H 1.5106 -0.4800 0.9776 0.23
H 1.8723 -0.3993 3.3317 0.20
H 0.2324 0.4585 4.7077 0.50
H 1.9305 -2.7334 2.6007 0.22
H 0.8080 -4.9232 2.5851 0.23
H -1.6108 -5.0773 3.0389 0.23
H -2.9062 -3.0321 3.5143 0.23
H -1.7843 -0.8422 3.5431 0.22
H 0.3483 0.5272 -0.9900 0.26
H -1.4116 0.2256 -0.9454 0.23
H 0.7427 -1.8936 -0.5059 0.18
H -1.3131 -3.1158 -0.1749 0.50
H -2.6305 -1.9613 -2.0531 0.22
H -3.0096 -2.4029 -4.4453 0.22
H -1.0939 -2.5398 -5.9939 0.23
H 1.2000 -2.2347 -5.1418 0.23
H 1.5807 -1.8035 -2.7494 0.21
```

relative energy (zero: lowest compared OMol25 entry of this formula, charge and spin): 3.9 kcal/mol
highest occupied orbital energy: -12.05 eV
calculated total energy: -30960.19741 eV
charge: +1

Record 2
DFT (ωB97M-V/def2-TZVPD) results for the molecule C22H32O2.

Structure (XYZ):
```
56
Properties=species:S:1:pos:R:3:nbo_charge:R:1
C -4.4384 -1.5040 -0.7028 -0.60
C -3.7239 -2.8447 -0.5342 -0.43
C -2.2568 -2.6612 -0.3054 -0.19
C -1.3138 -3.0949 -1.1238 -0.17
C 0.1679 -2.9537 -0.9125 -0.47
C 0.5284 -2.0514 0.2249 -0.20
C 1.0360 -2.4675 1.3722 -0.16
C 1.3965 -1.5869 2.5371 -0.49
C 1.3516 -0.1236 2.2188 -0.17
C 2.3940 0.5940 1.8300 -0.17
C 3.7884 0.0523 1.6506 -0.51
C 4.7343 1.1218 1.2035 -0.16
C 5.2092 1.2967 -0.0205 -0.18
C 4.8782 0.4588 -1.2246 -0.48
C 3.6573 1.0314 -1.8839 -0.16
C 2.4702 0.4506 -1.8845 -0.17
C 1.2262 1.0612 -2.4597 -0.47
C 0.3156 1.4614 -1.3375 -0.16
C -0.8864 0.9547 -1.1206 -0.19
C -1.7688 1.3331 0.0250 -0.43
C -3.0384 2.0419 -0.4586 -0.51
C -4.0684 2.1411 0.6352 0.80
O -4.2337 1.3431 1.5183 -0.60
O -4.8258 3.2389 0.5100 -0.68
H -4.0420 -0.9767 -1.5685 0.19
H -5.5047 -1.6585 -0.8538 0.21
H -4.3028 -0.8827 0.1793 0.22
H -4.1544 -3.3680 0.3243 0.21
H -3.8856 -3.4605 -1.4221 0.20
H -1.9880 -2.1310 0.5985 0.20
H -1.5892 -3.6311 -2.0249 0.19
H 0.6104 -2.5662 -1.8373 0.21
H 0.5864 -3.9524 -0.7460 0.21
H 0.3414 -0.9989 0.0627 0.21
H 1.2127 -3.5246 1.5348 0.19
H 2.3950 -1.8667 2.8847 0.21
H 0.6983 -1.8032 3.3533 0.22
H 0.3825 0.3476 2.3089 0.20
H 2.2724 1.6470 1.6161 0.20
H 4.1388 -0.3551 2.6057 0.22
H 3.7594 -0.7687 0.9324 0.22
H 5.0221 1.8214 1.9790 0.20
H 5.8613 2.1390 -0.2132 0.20
H 5.7190 0.4813 -1.9223 0.22
H 4.6894 -0.5768 -0.9403 0.21
H 3.7901 2.0029 -2.3436 0.19
H 2.3340 -0.5110 -1.4080 0.20
H 1.4893 1.9438 -3.0487 0.21
H 0.7184 0.3434 -3.1083 0.21
H 0.7292 2.1925 -0.6549 0.19
H -1.2975 0.2160 -1.7974 0.20
H -1.2294 1.9829 0.7166 0.21
H -2.0700 0.4322 0.5651 0.23
H -3.4928 1.4630 -1.2677 0.24
H -2.8223 3.0398 -0.8397 0.23
H -5.4980 3.2706 1.2093 0.50
```

relative energy (zero: lowest compared OMol25 entry of this formula, charge and spin): 30.1 kcal/mol
highest occupied orbital energy: -8.92 eV
calculated total energy: -27425.95086 eV

Record 3
DFT (ωB97M-V/def2-TZVPD) results for the molecule C22H32O4S.

Structure (XYZ):
```
59
Properties=species:S:1:pos:R:3:nbo_charge:R:1
C 3.2035 -4.0175 1.2122 -0.64
C 3.0246 -2.6201 0.7007 0.05
C 1.7364 -1.8882 1.0643 -0.66
C 3.9849 -2.0190 -0.0390 -0.23
C 3.7693 -1.2978 -1.3471 -0.44
C 3.9792 0.2239 -1.3559 -0.39
C 2.7584 1.0389 -0.9125 -0.21
C 3.2280 2.4789 -0.5617 -0.62
C 1.7236 1.1264 -2.0341 -0.39
C 0.5560 2.0801 -1.7055 -0.52
C -0.7767 1.4085 -1.8919 0.82
O -1.3415 1.4424 -2.9369 -0.54
O -1.2952 0.7064 -0.8297 -0.55
C -2.2090 1.4365 -0.0318 0.39
C -1.5504 2.5031 0.8394 -0.45
C -0.4352 1.8932 1.6985 -0.44
C -0.4332 2.4605 3.1440 -0.49
S 1.1304 3.3426 3.5300 -0.07
O -2.8072 0.4943 0.8376 -0.55
C -4.1766 0.4265 0.6829 0.79
O -4.8917 1.2797 1.0932 -0.52
C -4.6304 -0.8209 0.0093 -0.09
C -5.3245 -0.7721 -1.1950 -0.20
C -5.6934 -1.9753 -1.7901 -0.21
C -5.3655 -3.1870 -1.1918 -0.20
C -4.6759 -3.2297 0.0171 -0.20
C -4.3032 -2.0340 0.6217 -0.20
H 2.5693 -4.2248 2.0708 0.20
H 4.2457 -4.2124 1.4756 0.22
H 2.9710 -4.6935 0.3917 0.22
H 1.2892 -2.3467 1.9424 0.22
H 1.0103 -1.8657 0.2480 0.22
H 2.0175 -0.8823 1.3484 0.21
H 5.0074 -2.1110 0.3246 0.19
H 2.7993 -1.5956 -1.7439 0.20
H 4.5160 -1.7203 -2.0203 0.22
H 4.2177 0.5306 -2.3793 0.20
H 4.8256 0.4996 -0.7309 0.20
H 2.3199 0.5715 -0.0330 0.20
H 3.0252 3.1456 -1.3952 0.20
H 2.6549 2.8276 0.2979 0.21
H 4.2738 2.5050 -0.2742 0.21
H 1.3933 0.1381 -2.3530 0.22
H 2.2617 1.5454 -2.8859 0.21
H 0.6327 2.3558 -0.6596 0.22
H 0.5735 2.9703 -2.3215 0.24
H -2.9694 1.8985 -0.6655 0.17
H -1.2206 3.3489 0.2397 0.22
H -2.3408 2.8156 1.5172 0.23
H -0.5288 0.8131 1.7823 0.23
H 0.5549 2.0994 1.3066 0.22
H -0.4952 1.6582 3.8694 0.22
H -1.1932 3.2187 3.2908 0.22
H 1.9809 2.3231 3.7177 0.12
H -5.5478 0.1857 -1.6402 0.22
H -6.2216 -1.9743 -2.7325 0.22
H -5.6376 -4.1186 -1.6676 0.22
H -4.4145 -4.1593 0.4995 0.22
H -3.7552 -2.0265 1.5521 0.22
```

highest occupied orbital energy: -7.93 eV
calculated total energy: -42356.33625 eV

no.,gap between HOMO and LUMO (Eh)
1,0.3727
2,0.3553
3,0.3124